Formula: CHFN2O
Source: the Open Molecules 2025 dataset
Level of theory: wB97M-V/def2-TZVPD

Geometry (Å):
1 C 1.041 -0.326 -0.923
2 N -0.581 0.269 1.548
3 N -1.411 0.634 0.890
4 O -2.287 1.067 0.317
5 F 0.992 -1.620 -0.898
6 H 2.245 -0.024 -0.933

Output
frontier orbital gap = 9.213 eV
energy above the lowest of the compared OMol25 structures with the same formula, charge and spin = 4.064 eV
E_HOMO = -9.7 eV
E_LUMO = -0.44 eV

Formula: CHFN2O3
Source: the Open Molecules 2025 dataset
Level of theory: wB97M-V/def2-TZVPD

Geometry (Å):
1 O 0.752 1.511 2.337
2 N 0.471 1.348 1.212
3 C -0.224 0.777 0.427
4 F -0.624 0.758 -0.776
5 O -1.201 -0.591 1.686
6 N -1.510 -1.528 1.022
7 O -1.591 -2.765 1.635
8 H -1.130 -2.947 2.472

Output
frontier orbital gap (spin up / spin down) = 8.414 / 8.412 eV
structure (SMILES) = [O-][N+]#CF.O=NO
energy above the lowest of the compared OMol25 structures with the same formula, charge and spin = 4.932 eV
E_HOMO (spin up / spin down) = -9.0 / -9.0 eV
E_LUMO (spin up / spin down) = -0.63 / -0.63 eV

Formula: CHFNO3
Source: the Open Molecules 2025 dataset
Level of theory: wB97M-V/def2-TZVPD

Geometry (Å):
1 C -0.009 1.215 0.200
2 N 0.342 -0.331 -0.035
3 O 0.733 1.730 0.985
4 O -0.893 1.613 -0.511
5 O -0.066 -1.172 -0.891
6 F -1.161 -2.304 -0.180
7 H 1.054 -0.751 0.432

Output
total charge = -1
frontier orbital gap (spin up / spin down) = 9.544 / 9.544 eV
energy above the lowest of the compared OMol25 structures with the same formula, charge and spin = 0.140 eV
E_HOMO (spin up / spin down) = -5.7 / -5.7 eV
E_LUMO (spin up / spin down) = 3.85 / 3.85 eV

Formula: CHFNO3S
Source: the Open Molecules 2025 dataset
Level of theory: wB97M-V/def2-TZVPD

Geometry (Å):
1 H 1.911 -0.142 1.231
2 N 1.599 0.716 0.663
3 C 0.602 0.735 -0.075
4 F 0.514 1.679 -0.956
5 S -0.964 -0.575 -0.249
6 O -1.718 -0.226 -1.420
7 O -1.712 -0.332 1.002
8 O -0.232 -1.855 -0.196

Output
total charge = -1
frontier orbital gap = 9.681 eV
structure (SMILES) = [H]/N=C(/F)S(=O)(=O)[O-]
energy above the lowest of the compared OMol25 structures with the same formula, charge and spin = 1.079 eV
E_HOMO = -5.4 eV
E_LUMO = 4.29 eV

Formula: CHFNO5P
Source: the Open Molecules 2025 dataset
Level of theory: wB97M-V/def2-TZVPD

Geometry (Å):
1 C -0.279 1.067 0.329
2 N -1.500 1.295 -0.339
3 O -1.800 0.761 -1.385
4 O 1.963 2.619 -0.134
5 O 1.667 0.494 -1.551
6 O -2.226 2.167 0.195
7 O 2.326 0.276 0.934
8 F -0.544 1.435 1.560
9 P 1.694 1.131 -0.182
10 H -0.333 -0.583 0.298

Output
total charge = -2
frontier orbital gap = 6.593 eV
energy above the lowest of the compared OMol25 structures with the same formula, charge and spin = 2.434 eV
E_HOMO = 0.0 eV
E_LUMO = 6.63 eV

Formula: CHFNO5S
Source: the Open Molecules 2025 dataset
Level of theory: wB97M-V/def2-TZVPD

Geometry (Å):
1 C 0.831 0.403 -0.297
2 N 1.547 -0.685 0.297
3 O 1.848 -0.526 1.488
4 O -2.006 1.586 -0.085
5 O 1.687 -1.771 -0.297
6 O -2.154 -0.681 -0.951
7 O -1.752 -0.340 1.456
8 F 0.792 0.375 -1.643
9 S -1.793 0.171 0.125
10 H 1.002 1.469 -0.094

Output
total charge = -1
frontier orbital gap (spin up / spin down) = 7.767 / 7.768 eV
energy above the lowest of the compared OMol25 structures with the same formula, charge and spin = 1.487 eV
E_HOMO (spin up / spin down) = -4.6 / -4.6 eV
E_LUMO (spin up / spin down) = 3.18 / 3.18 eV

Formula: CHI2O2S2
Source: the Open Molecules 2025 dataset
Level of theory: wB97M-V/def2-TZVPD

Geometry (Å):
1 C -0.474 -0.634 -0.152
2 O 0.075 -1.372 -2.750
3 O 0.064 1.081 -2.183
4 S -2.025 -1.169 -0.460
5 S 0.419 -0.260 -1.826
6 I 3.069 -0.227 -1.811
7 I 0.938 -2.233 0.459
8 H -0.388 0.313 0.555

Output
total charge = -1
frontier orbital gap (spin up / spin down) = 6.205 / 6.206 eV
energy above the lowest of the compared OMol25 structures with the same formula, charge and spin = 0.601 eV
E_HOMO (spin up / spin down) = -4.4 / -4.4 eV
E_LUMO (spin up / spin down) = 1.84 / 1.84 eV

Formula: CHI3S
Source: the Open Molecules 2025 dataset
Level of theory: wB97M-V/def2-TZVPD

Geometry (Å):
1 C -0.193 1.689 -0.927
2 S 0.058 2.699 0.277
3 I 1.581 0.858 -1.827
4 I -1.979 0.888 -1.576
5 I 0.915 -3.513 1.982
6 H -0.382 -2.620 2.070

Output
frontier orbital gap (spin up / spin down) = 6.694 / 6.666 eV
2S+1 = 3
energy above the lowest of the compared OMol25 structures with the same formula, charge and spin = 0.091 eV
E_HOMO (spin up / spin down) = -7.2 / -9.8 eV
E_LUMO (spin up / spin down) = -0.52 / -3.13 eV

Formula: CHI4N
Source: the Open Molecules 2025 dataset
Level of theory: wB97M-V/def2-TZVPD

Geometry (Å):
1 C 0.570 1.210 -0.830
2 N -0.286 -1.654 0.691
3 I 1.951 0.047 -1.817
4 I -1.403 1.308 -1.553
5 I 1.001 2.125 0.957
6 I -2.172 -1.660 1.080
7 H 0.340 -1.376 1.471

Output
frontier orbital gap (spin up / spin down) = 8.321 / 6.662 eV
energy above the lowest of the compared OMol25 structures with the same formula, charge and spin = 3.791 eV
E_HOMO (spin up / spin down) = -9.2 / -7.9 eV
E_LUMO (spin up / spin down) = -0.85 / -1.21 eV

Formula: CHLaO2
Source: the Open Molecules 2025 dataset
Level of theory: wB97M-V/def2-TZVPD

Geometry (Å):
1 O -1.431 -0.068 -0.018
2 C -0.252 0.463 0.029
3 O 0.568 -0.581 0.027
4 La 2.161 1.330 -0.006
5 H -1.045 -1.143 -0.032

Output
total charge = +2
frontier orbital gap = 8.364 eV
energy above the lowest of the compared OMol25 structures with the same formula, charge and spin = 0.398 eV
E_HOMO = -19.9 eV
E_LUMO = -11.49 eV

Formula: CHN2O2P
Source: the Open Molecules 2025 dataset
Level of theory: wB97M-V/def2-TZVPD

Geometry (Å):
1 C -0.871 -1.236 0.038
2 N -0.422 -1.983 0.757
3 N 1.357 0.819 -0.045
4 O 1.586 1.926 0.235
5 O 1.950 -0.193 -0.121
6 P -1.694 -0.053 -0.952
7 H -1.906 0.719 0.089

Output
frontier orbital gap (spin up / spin down) = 8.048 / 8.167 eV
energy above the lowest of the compared OMol25 structures with the same formula, charge and spin = 1.678 eV
E_HOMO (spin up / spin down) = -10.4 / -9.7 eV
E_LUMO (spin up / spin down) = -2.37 / -1.57 eV

Formula: CHN2O2P
Source: the Open Molecules 2025 dataset
Level of theory: wB97M-V/def2-TZVPD

Geometry (Å):
1 C 0.792 0.835 0.939
2 N 1.420 0.832 1.904
3 N -1.332 -0.371 -0.265
4 O -1.879 -0.741 -1.300
5 O -1.608 -0.735 0.838
6 P -0.011 0.864 -0.656
7 H 2.618 -0.684 -1.459

Output
frontier orbital gap (spin up / spin down) = 9.825 / 8.011 eV
2S+1 = 3
energy above the lowest of the compared OMol25 structures with the same formula, charge and spin = 3.207 eV
E_HOMO (spin up / spin down) = -10.4 / -11.5 eV
E_LUMO (spin up / spin down) = -0.60 / -3.48 eV

Formula: CHN2O2P
Source: the Open Molecules 2025 dataset
Level of theory: wB97M-V/def2-TZVPD

Geometry (Å):
1 C 0.427 1.787 -0.091
2 N 0.395 2.670 -0.789
3 N 2.032 -0.235 0.049
4 O 3.042 0.319 0.442
5 O 1.799 -0.892 -0.907
6 P 0.238 0.416 1.074
7 H -0.684 -0.394 0.040

Output
frontier orbital gap (spin up / spin down) = 6.969 / 7.078 eV
2S+1 = 3
energy above the lowest of the compared OMol25 structures with the same formula, charge and spin = 3.140 eV
E_HOMO (spin up / spin down) = -7.9 / -11.2 eV
E_LUMO (spin up / spin down) = -0.91 / -4.15 eV

Formula: CHN2OS
Source: the Open Molecules 2025 dataset
Level of theory: wB97M-V/def2-TZVPD

Geometry (Å):
1 C -0.364 -0.936 -0.833
2 N 0.107 0.014 -1.335
3 N -0.879 1.477 1.010
4 O -0.869 -1.900 -0.348
5 S 0.364 1.243 0.309
6 H 1.642 0.102 1.196

Output
total charge = -1
frontier orbital gap (spin up / spin down) = 7.318 / 7.319 eV
energy above the lowest of the compared OMol25 structures with the same formula, charge and spin = 1.849 eV
E_HOMO (spin up / spin down) = -3.4 / -3.4 eV
E_LUMO (spin up / spin down) = 3.96 / 3.96 eV

Formula: CHN2OS2
Source: the Open Molecules 2025 dataset
Level of theory: wB97M-V/def2-TZVPD

Geometry (Å):
1 C -1.529 -0.269 -1.514
2 N 1.822 0.246 1.631
3 N 0.791 0.007 0.942
4 O -2.131 -1.080 -0.985
5 S -0.886 0.591 -2.663
6 S -0.452 1.063 0.921
7 H 2.385 -0.557 1.667

Output
total charge = -1
frontier orbital gap = 5.937 eV
E_HOMO = -2.7 eV
E_LUMO = 3.21 eV

Formula: CHN3O
Source: the Open Molecules 2025 dataset
Level of theory: wB97M-V/def2-TZVPD

Geometry (Å):
1 O -1.157 0.872 -0.430
2 N 0.010 1.097 -0.006
3 C 0.698 0.029 0.254
4 N -0.086 -1.115 -0.022
5 N -1.182 -0.916 -0.422
6 H 1.718 0.032 0.626

Output
frontier orbital gap = 10.874 eV
energy above the lowest of the compared OMol25 structures with the same formula, charge and spin = 4.205 eV
E_HOMO = -10.8 eV
E_LUMO = 0.05 eV

Formula: CHN3O
Source: the Open Molecules 2025 dataset
Level of theory: wB97M-V/def2-TZVPD

Geometry (Å):
1 C -0.767 0.025 -0.061
2 N -0.218 -1.064 -0.095
3 N 1.132 -0.839 0.004
4 N 1.370 0.377 -0.041
5 O 0.197 1.160 -0.066
6 H -1.714 0.340 0.260

Output
frontier orbital gap = 12.288 eV
structure (SMILES) = c1nnno1
energy above the lowest of the compared OMol25 structures with the same formula, charge and spin = 4.004 eV
E_HOMO = -12.1 eV
E_LUMO = 0.20 eV

Formula: CHN3O2
Source: the Open Molecules 2025 dataset
Level of theory: wB97M-V/def2-TZVPD

Geometry (Å):
1 C -0.845 -0.215 -0.042
2 H 0.130 1.870 0.591
3 N 0.047 -1.338 -0.048
4 N 1.186 -1.120 -0.013
5 N 0.070 0.787 -0.100
6 O -2.008 -0.290 -0.158
7 O 1.421 0.306 -0.230

Output
frontier orbital gap = 10.320 eV
energy above the lowest of the compared OMol25 structures with the same formula, charge and spin = 3.845 eV
E_HOMO = -10.8 eV
E_LUMO = -0.43 eV

Formula: CHN3O2
Source: the Open Molecules 2025 dataset
Level of theory: wB97M-V/def2-TZVPD

Geometry (Å):
1 O 1.837 -0.978 0.072
2 C 0.739 -0.513 -0.001
3 N 0.244 0.743 0.216
4 N -1.103 0.766 0.024
5 N -1.494 -0.349 -0.343
6 O -0.398 -1.182 -0.442
7 H 0.167 1.515 0.904

Output
frontier orbital gap = 11.747 eV
structure (SMILES) = O=c1[nH]nno1
energy above the lowest of the compared OMol25 structures with the same formula, charge and spin = 1.601 eV
E_HOMO = -11.1 eV
E_LUMO = 0.66 eV

Formula: CHN3O3
Source: the Open Molecules 2025 dataset
Level of theory: wB97M-V/def2-TZVPD

Geometry (Å):
1 O -0.267 2.082 -0.279
2 C 0.199 0.942 0.070
3 N 1.634 0.679 0.407
4 N 1.873 -0.503 0.142
5 O 0.710 -1.323 -0.428
6 N -0.417 -0.301 -0.198
7 O -1.557 -0.627 0.445
8 H -2.175 -0.948 -0.159

Output
frontier orbital gap = 9.510 eV
structure (SMILES) = O=c1nnon1O
energy above the lowest of the compared OMol25 structures with the same formula, charge and spin = 2.429 eV
E_HOMO = -10.6 eV
E_LUMO = -1.11 eV

no.,E (eV)
1,-8792.4463
2,-12885.0204
3,-11401.1345
4,-22239.5306
5,-24783.7817
6,-26330.8414
7,-43020.7148
8,-36187.1177
9,-34941.4486
10,-5986.3524
11,-17411.4170
12,-17409.5502
13,-17409.6168
14,-16914.0913
15,-27751.1824
16,-7567.5689
17,-7567.7689
18,-9613.5615
19,-9615.8050
20,-11659.4050